Below is C3H7NO as an isolated structure, with properties calculated with wB97M-V/def2-TZVPD.

Last column: Mulliken charge in e.
Element x y z (Å)
C -0.112279 -0.994806 0.096883  -0.268
C 0.994066 -0.306484 -0.554187  -0.901
N -1.227960 0.129400 0.692883  -0.431
C 0.647604 1.652086 -0.422717  -0.134
O 1.489266 2.296503 -0.922043  -0.353
H -1.325237 0.095810 1.700897  0.303
H -2.141765 0.047908 0.262762  0.303
H -0.722303 1.049105 0.375152  0.403
H -0.749445 -1.600540 -0.544971  0.246
H 0.128963 -1.549011 1.002161  0.246
H 1.955568 -0.383820 -0.057832  0.292
H 1.063522 -0.436152 -1.628988  0.292

Force components x, y, z for each atom (eV/Å):
-0.3 0.3 0.2
0.0 0.3 0.0
0.4 -0.1 -0.2
0.2 0.1 -0.1
-0.2 -0.3 0.1
0.0 0.0 -0.1
0.1 0.0 0.0
-0.1 -0.1 0.0
0.0 0.0 0.0
0.0 0.0 0.0
0.0 0.0 0.0
0.0 0.0 0.0

- E: -248.37329 Ha
- Maximum force: 0.4 eV/A
- Energy above the lowest of the compared OMol25 structures with the same formula, charge and spin: 402.25 kJ/mol
- Spin multiplicity: 1
- Orbital gap: 6.75 eV